No. 1
Here is one molecule with the formula C5H7NOS from the Open Molecules 2025 dataset. Energies are from the ωB97M-V functional and the def2-TZVPD basis.

```
15
Properties=species:S:1:pos:R:3:mulliken_charge:R:1
S -0.33747 1.95246 2.30932 -0.20
C -1.07543 0.66344 1.24033 -0.83
C -0.36629 -0.62479 0.98818 -0.50
C 0.55906 -0.45327 -0.17038 0.63
C 0.03190 -0.72677 -1.47775 -0.33
C 1.10676 -0.52021 -2.25027 -0.32
O 2.19276 -0.13290 -1.50946 -0.17
N 1.81615 -0.08145 -0.15024 -0.50
H 0.45250 2.55217 1.11486 0.15
H -1.60327 1.00324 0.36852 0.44
H -1.86344 0.36752 1.92776 0.30
H -1.10269 -1.41702 0.69163 0.29
H 0.10328 -0.73973 1.84698 0.37
H -0.91795 -1.28628 -1.57185 0.28
H 1.00414 -0.55641 -3.35763 0.38
```

Values from the calculation:
Kohn-Sham gap, eV: 9.9843
E_LUMO, eV: 0.70
Energy relative to the best compared isomer or geometry (same formula, charge and spin), kcal per mole: 77.3
SMILES: SCCc1ccon1
Multiplicity: 1

No. 2
Here is one molecule with the formula C5H7NOS from the Open Molecules 2025 dataset. Energies are from the ωB97M-V functional and the def2-TZVPD basis.

```
15
Properties=species:S:1:pos:R:3:mulliken_charge:R:1
C -2.12034 1.57407 0.13075 -0.72
S -0.47166 1.43555 -0.45630 -0.04
C 0.37691 0.17413 0.71582 0.13
C 1.77526 0.09923 0.17222 -0.86
C 1.92171 -1.01934 -0.68435 -0.17
N 0.82786 -1.81259 -0.67916 -0.13
C -0.15328 -1.19852 0.25920 0.14
O -1.22038 -1.59980 0.76604 -0.56
H -2.16998 2.04822 1.18935 0.22
H -2.52000 2.26267 -0.73256 0.27
H -2.66758 0.66218 0.17180 0.30
H 0.23278 0.35797 1.77362 0.48
H 2.57354 0.74909 0.31298 0.43
H 2.85839 -1.05472 -1.56691 0.24
H 0.75678 -2.67816 -1.37250 0.29
```

Values from the calculation:
Kohn-Sham gap, eV: 8.9064
E_LUMO, eV: 0.67
Energy relative to the best compared isomer or geometry (same formula, charge and spin), kcal per mole: 58.1
SMILES: CS[C@@H]1C=CNC1=O
Multiplicity: 1

No. 3
Here is an isolated ion of composition C5H7NPS and charge +1 from the Open Molecules 2025 dataset. Energies are from the ωB97M-V functional and the def2-TZVPD basis.

```
15
Properties=species:S:1:pos:R:3:mulliken_charge:R:1
S 3.15352 -1.42053 0.87083 -0.29
P 2.54041 0.15142 -0.14711 0.10
C 0.63506 0.08250 -0.07141 0.31
C -0.10695 1.09026 0.84015 -0.29
C -1.66805 0.97895 0.91701 -0.19
C -2.35962 -0.15594 0.08175 -0.45
C -1.47962 -1.08349 -0.81120 -0.10
N -0.03923 -0.92963 -0.84053 -0.09
H 2.95097 0.11617 -1.52671 0.15
H 3.04401 1.38842 0.39093 0.16
H 0.50085 1.85184 1.42811 0.30
H -2.21810 1.71287 1.59153 0.37
H -3.49237 -0.27000 0.15459 0.34
H -1.95179 -1.91653 -1.44929 0.37
H 0.49090 -1.59631 -1.42866 0.31
```

Values from the calculation:
Kohn-Sham gap, eV: 6.9132
Net charge: +1
E_LUMO, eV: -5.56
Energy relative to the best compared isomer or geometry (same formula, charge and spin), kcal per mole: 44.1
SMILES: S=[PH2]c1cccc[nH+]1
Multiplicity: 1

No. 4
Here is one molecule with the formula C5H7NS from the Open Molecules 2025 dataset. Energies are from the ωB97M-V functional and the def2-TZVPD basis.

```
14
Properties=species:S:1:pos:R:3:mulliken_charge:R:1
C 0.84153 2.25113 0.00856 -0.87
C 0.16465 1.28367 -0.60825 0.06
N -0.13657 0.04278 0.01335 0.08
C -0.17417 -1.17844 -0.80524 0.02
C -0.24994 -2.42766 -0.41550 -0.73
C -0.51175 0.12215 1.33021 -0.15
S -0.84271 -1.04563 2.40824 -0.37
H 1.00226 3.15722 -0.50846 0.26
H 1.27935 2.14654 0.98441 0.34
H -0.24933 1.36917 -1.65238 0.30
H 0.05330 -0.87640 -1.82747 0.26
H -0.36217 -3.21850 -1.22355 0.21
H -0.18748 -2.74401 0.61893 0.24
H -0.62695 1.11797 1.67715 0.37
```

Values from the calculation:
Kohn-Sham gap, eV: 8.7320
E_LUMO, eV: 0.38
Energy relative to the best compared isomer or geometry (same formula, charge and spin), kcal per mole: 42.3
SMILES: C=CN(C=C)C=S
Multiplicity: 1

No. 5
Here is one molecule with the formula C5H7NS from the Open Molecules 2025 dataset. Energies are from the ωB97M-V functional and the def2-TZVPD basis.

```
14
Properties=species:S:1:pos:R:3:mulliken_charge:R:1
C 1.30764 -1.50162 1.21838 -0.86
C 0.57148 -0.77899 0.27930 0.31
S -1.20958 -0.92616 0.13322 -0.13
C -1.36557 0.96509 -0.47798 -0.59
C 0.05617 1.25320 0.09662 0.05
N 1.22401 1.63679 -0.67871 -0.53
C 0.85256 0.26441 -0.80016 -0.34
H 2.35915 -1.61882 1.11087 0.27
H 0.98135 -2.08082 2.08234 0.26
H -2.31346 1.63641 -0.16866 0.33
H -1.44635 1.05040 -1.60232 0.29
H 0.26557 1.23790 1.19756 0.34
H 1.92913 1.79731 -0.12815 0.24
H 0.47623 0.12605 -1.76916 0.35
```

Values from the calculation:
Kohn-Sham gap, eV: 9.1196
E_LUMO, eV: 0.87
Energy relative to the best compared isomer or geometry (same formula, charge and spin), kcal per mole: 123.1
SMILES: C=C1SC[C@@H]2N[C@@H]12
Multiplicity: 1

No. 6
Here is C5H7NS as an isolated structure from the Open Molecules 2025 dataset. Energies are from the ωB97M-V functional and the def2-TZVPD basis.

```
14
Properties=species:S:1:pos:R:3:mulliken_charge:R:1
C 0.39345 -1.47165 -1.33220 -1.07
C -0.50833 -0.59658 -0.54949 0.23
C -1.93432 0.13904 0.85870 -0.39
C -0.83788 0.77681 1.19396 -0.33
C 0.21093 0.38853 0.13261 0.23
H 0.82529 -2.22079 -0.36904 0.23
H 1.47099 -0.80162 -1.83320 0.24
H -0.06529 -1.93496 -2.40558 0.28
H -2.59848 -0.98690 -0.84624 0.35
H -2.67918 0.14810 1.67366 0.30
H -0.47030 1.12984 2.25669 0.25
H 1.54476 2.01512 0.49687 0.12
N -1.72357 -0.81906 -0.14266 -0.16
S 1.88088 0.81048 0.01275 -0.29
```

Values from the calculation:
Kohn-Sham gap, eV: 8.4563
E_LUMO, eV: 0.81
Energy relative to the best compared isomer or geometry (same formula, charge and spin), kcal per mole: 90.4
Multiplicity: 1